172
Properties=species:S:1:pos:R:3:lowdin_charge:R:1 method="wB97M-V/def2-TZVPD" e_tot_ha=-3117.85319 e_homo_ev=-9.1 charge=+1 max_force_ev_per_a=6.59 relative_energy_kj_mol=291.3 gap_ha=0.190
H -2.0759 1.9087 -2.4177 0.069
H -4.3935 0.6566 4.5674 0.049
H 3.3844 2.6136 2.9512 0.066
C 0.0324 -0.8927 2.9754 -0.013
H 1.4360 -2.5861 -4.3518 0.053
H 3.3612 3.3623 -4.9609 0.089
C 0.9095 4.9036 4.4832 -0.462
C -1.7340 -1.2291 -1.4218 -0.026
H 2.5672 0.2621 1.5540 0.037
H 4.9723 0.5770 -0.6893 0.099
H -3.4555 0.4371 -3.6653 0.038
O -1.8953 -5.6430 -2.1345 -0.132
H -2.8301 2.9330 -3.7473 0.090
C -0.7199 2.9518 -3.8955 -0.439
O 0.1565 0.5494 0.4489 -0.298
H -2.8738 3.0201 3.7592 0.083
H 1.6333 -0.5307 -5.0282 0.048
H -1.7014 -1.3360 -2.5060 0.079
H 4.8436 -4.4262 -2.2690 0.091
H -0.4332 -4.7351 0.5456 0.096
H 5.5195 -0.5340 -3.9774 0.078
H 1.1139 6.0078 -3.9656 0.112
H -0.3677 6.0433 -5.6400 0.110
C -2.0018 2.3706 3.8358 -0.043
C -1.9862 2.7727 -3.0762 -0.045
O -5.0365 -2.6811 -4.2458 -0.124
C 1.7503 4.0225 -3.7320 -0.469
C -0.8389 4.8049 6.5023 -0.196
H 2.7485 -3.0837 -5.5129 0.080
H -3.2294 -3.6676 -3.6675 0.074
C -2.2026 3.8956 0.8688 -0.089
C 4.6654 0.1362 -4.0745 -0.094
C 4.5128 1.5652 -0.6662 -0.101
H 0.0775 1.7231 -5.6911 0.082
H -4.2576 -3.2540 -2.3603 0.064
H 2.7196 -3.4732 1.6314 0.080
H -0.3760 0.9452 5.1268 0.052
H -4.5206 -5.8018 0.9077 0.071
C 1.1927 -5.1175 4.2040 -0.189
H -2.5996 -1.1107 2.6455 0.086
C -2.1090 -1.0851 1.6725 -0.027
H -2.5735 -5.8170 1.9454 0.053
H 1.6567 5.7369 2.5346 0.049
N 0.0419 3.9198 3.8236 -0.061
H -5.9117 -0.3221 5.0685 0.086
H -1.8678 -3.8284 0.4818 0.087
Zr 1.1528 2.6018 0.4971 2.115
H 2.0402 5.5622 -5.3239 0.123
H 0.6490 6.8488 3.4013 0.072
H -2.2746 3.2505 6.2577 0.127
H -4.8939 -0.1007 -2.9836 0.065
H 0.8172 -7.5182 1.3238 0.076
H 5.3276 -2.6701 -1.4356 0.095
H 3.1516 -4.1024 -1.8528 0.077
H 1.8341 2.7040 -5.4755 0.079
O 2.4928 1.1965 1.7613 -0.276
C -0.3261 -1.5058 -0.8735 -0.451
H -4.7910 -4.5485 -3.3106 0.084
O 2.3076 -4.4705 4.6995 -0.111
C -4.2825 -3.5883 -3.3974 -0.107
H 4.7266 1.9284 0.3390 0.067
H -3.3388 -5.4480 3.4548 0.084
C 3.3781 -2.6047 1.6293 -0.124
H 1.1194 -0.9655 3.0081 0.077
C -0.1581 -7.8582 0.9756 -0.127
O 0.6265 3.2979 2.5833 -0.373
H 3.6220 -2.4516 2.6806 0.085
H -0.0790 -6.6105 -2.2868 0.070
H 3.2449 1.0652 3.6786 0.097
H 3.0478 1.1751 -1.7448 0.038
C -1.6298 3.8966 5.6619 -0.175
H 4.8515 2.3457 -1.3475 0.091
H -1.6558 1.9985 2.8715 0.057
H -1.5134 3.6128 -5.7185 0.115
C 1.8687 -2.4627 -5.3446 -0.150
O 3.6181 -0.0790 -3.0689 -0.163
H 1.0964 -6.0421 4.7730 0.086
C -0.7849 -3.7075 0.4532 -0.147
H -2.0356 -0.2023 -1.2150 0.077
H -1.0020 -7.2834 1.3571 0.054
H -1.3340 -9.4103 1.5132 0.071
H -2.3656 1.4832 4.3537 0.069
N 0.4914 3.4427 -3.0679 -0.115
H -1.3866 -4.8314 -2.1977 0.026
C -4.5335 0.5253 -3.7998 -0.119
H 3.2649 3.8788 -2.1130 0.042
O -4.6200 -5.9058 1.8569 -0.099
H 0.7346 -3.1053 1.9872 0.077
H -0.6760 6.4013 5.0388 0.110
C -1.0395 4.1151 -4.8751 -0.139
H -0.3673 -3.5239 -1.7408 0.103
H 1.0578 -2.7525 -6.0129 0.080
O -0.3979 -9.1993 1.4831 -0.120
C 2.7688 4.6368 -2.7191 -0.027
H -4.8787 -1.1110 -4.8930 -0.007
H -2.5648 -1.8186 -1.0339 0.067
H 1.2222 -5.3741 3.1450 0.071
H 5.0725 1.1465 -4.0330 0.078
H 2.1307 -1.7016 0.5448 0.056
O 0.7083 2.7237 -1.8790 -0.352
H -2.5761 4.5987 0.1243 0.092
H -1.5137 -7.6752 -2.4451 0.089
C -0.3843 1.6891 -4.7043 -0.029
H 3.6297 -0.9891 -2.7637 0.029
H 2.3858 -4.5961 5.6481 0.087
H 2.2974 6.5027 4.0205 0.080
C -0.8295 3.0213 4.6051 -0.427
C 1.4137 6.0843 3.5388 -0.022
H -2.4136 4.5119 5.2201 0.116
C 0.0001 5.7171 5.5514 -0.096
H -5.8913 -2.5793 -3.8210 0.096
C 1.3059 5.1615 -4.6252 -0.151
H -6.7183 1.7588 4.4410 0.073
H -0.1894 -7.7392 -0.1074 0.051
H 3.5115 5.2676 -3.2076 0.093
H -0.3059 0.1370 3.0917 0.052
H 2.7533 3.8676 4.5133 0.060
H 3.8529 -3.6199 -3.4252 0.069
H 4.5064 1.3003 2.4906 0.092
H 0.1501 4.6156 -6.4857 0.104
C 0.0177 1.9370 5.3491 -0.020
H -2.2318 -0.0506 1.3517 0.082
H 4.3227 -0.0908 -5.0840 0.070
C -5.3933 0.2919 4.3321 -0.154
O -4.8960 -0.1659 -5.0603 -0.147
C -0.1739 -3.0398 -0.7836 -0.130
O -6.1984 1.3207 3.7632 -0.119
H -0.3456 -1.4534 3.8303 0.093
H 0.6899 6.2404 6.2136 0.115
H -2.1083 3.5785 -2.3525 0.076
H 2.2488 5.2633 -1.9944 0.075
H 0.2747 1.1227 -4.0462 0.061
C -1.1037 -6.6864 -2.6506 -0.156
C -0.3230 -2.9660 1.7632 -0.100
H 0.3007 -4.5477 4.4644 0.072
O -1.2044 3.0778 0.2300 -0.243
O 4.4628 -2.4857 -1.8094 -0.126
C 2.1252 4.3724 5.2473 -0.040
H 0.3066 -1.3878 -3.0266 0.072
C -0.6445 -1.4157 1.6657 -0.446
N -0.0593 -0.8688 0.4148 -0.098
H -1.5345 5.3651 7.1272 0.119
H -1.3032 1.1291 -4.8779 0.083
H -5.1465 -0.3772 3.5078 0.066
H -1.5207 2.9615 -0.6689 0.034
O 2.1185 -1.1040 -5.6261 -0.120
C 0.6800 -1.1488 -2.0308 -0.015
C 3.4726 1.5500 2.7293 -0.094
H 0.8933 -3.2421 -0.6922 0.101
C 2.4189 2.9577 -4.5913 -0.027
H 0.8852 -0.0783 -2.0240 0.061
O 3.1063 1.5094 -0.8468 -0.230
C 4.0333 -3.7021 -2.3534 -0.137
H 2.8080 5.0409 5.7718 0.090
H -1.0372 -6.4977 -3.7220 0.080
C -3.4401 -5.3166 2.3776 -0.168
H -1.8183 4.7591 -4.4667 0.110
H -1.8493 4.5758 1.6438 0.086
H -4.9520 1.5305 -3.7481 0.079
H 0.0960 1.9814 6.4354 0.086
H -2.7106 -1.6463 0.9575 0.067
O 2.8284 -1.4134 1.1379 -0.130
C 0.0248 5.0377 -5.4886 -0.151
H -3.0346 3.3466 1.3098 0.088
H 1.6905 -1.5213 -1.8626 0.067
H 2.7922 2.1174 -4.0059 0.060
H 0.9918 1.7761 4.8871 0.067
H -0.1989 4.2257 7.1678 0.104
H -0.7585 -3.4965 2.6100 0.100
H 4.3713 -2.7245 1.1965 0.079
H 1.6878 3.7099 5.9942 0.065
H -3.4442 -4.2338 2.2521 0.068

=====

23
Properties=species:S:1:pos:R:3:lowdin_charge:R:1 method="wB97M-V/def2-TZVPD" e_tot_ha=-764.74546 e_homo_ev=-9.1 max_force_ev_per_a=6.26 relative_energy_kj_mol=201.7 gap_ha=0.353 smiles=CN[C@H](C)CS.O.O
H -2.0902 -1.3643 2.1760 -0.157
O 3.2375 -1.7587 -0.5924 -0.027
H -2.4191 0.5640 0.1588 0.101
H 0.8618 2.1860 1.0438 0.038
S -1.4311 -0.2009 2.4213 0.670
H -1.1654 -2.1564 0.2402 0.043
C 0.9694 0.4349 -2.2906 -0.142
H -0.6233 -2.0499 -1.6273 0.074
C -1.1047 -1.6185 -0.7088 -0.073
H 2.3745 -1.6045 -0.0769 0.069
N -0.1791 0.7134 -1.4792 -0.143
H -0.9196 0.8215 -2.1488 0.106
H 0.8228 -0.6828 -2.6244 0.092
H 2.9622 -2.1913 -1.3131 -0.049
H -2.2165 -1.5828 -0.9354 0.089
H -1.1290 1.6031 0.6339 0.068
C -0.4363 -0.2331 -0.3177 -0.440
C -1.3827 0.4916 0.6513 -0.522
H 0.6250 -0.3632 0.2081 0.152
H 0.4326 2.4846 -0.3234 -0.040
H 1.2552 1.0935 -3.1370 0.097
O 1.1754 2.5988 0.2146 -0.048
H 1.8027 0.2933 -1.6428 0.041

=====

72
Properties=species:S:1:pos:R:3:lowdin_charge:R:1 method="wB97M-V/def2-TZVPD" e_tot_ha=-2804.75318 e_homo_ev=-16.3 charge=+3 max_force_ev_per_a=0.76 relative_energy_kj_mol=54.1 gap_ha=0.225
C 1.8522 4.5546 0.8633 -0.205
C 3.8994 5.0985 2.0366 -0.028
C -1.6495 1.6382 -1.8612 0.002
H -5.7726 -2.2730 -1.0733 0.150
H 0.6791 4.0242 -0.8731 0.064
C 2.2284 -1.3003 -3.2630 -0.019
N -0.4243 0.6820 0.5360 -0.019
N -2.6425 -1.5088 -1.4318 -0.098
C -0.1265 -6.5000 2.1319 -0.518
H -2.0085 0.6125 2.7116 0.131
N -0.3011 -2.6285 0.3523 -0.068
H 2.6223 1.6689 0.4192 0.138
C 3.2086 0.1604 -1.5598 -0.171
H -4.4185 1.1887 2.7657 0.131
I -5.6110 -1.8075 -4.4775 1.016
C -2.5189 0.9458 1.8148 -0.005
C -4.4932 1.6854 0.6709 -0.005
N 1.8154 1.1100 0.1605 0.205
C 0.1219 -3.9897 2.2620 0.047
C 2.9487 5.3843 1.0648 -0.005
C -0.3574 -3.7435 -0.4195 -0.085
H -0.2488 2.7560 1.9720 0.178
H -0.1591 5.0742 0.2756 0.094
H -3.6732 -2.0082 0.2922 0.175
H -0.5581 -3.6027 -1.4743 0.116
H 4.5864 0.5982 0.0423 0.103
C -4.8136 -1.9879 -1.4780 -0.072
H -2.4106 -1.1922 -3.5167 0.125
H 2.5579 2.2545 3.2886 0.124
H -1.3908 0.6637 -2.3125 0.048
N 0.6224 2.5389 1.5037 0.195
C 1.9503 0.2644 -0.9626 -0.154
H 0.1451 -1.7392 -3.0831 0.108
H 4.2611 1.9733 -1.0297 0.102
H -4.2937 2.1262 -1.4142 0.137
C -0.2021 -5.0000 0.1086 0.051
C 2.6911 3.1266 2.6581 -0.019
C -1.7976 1.0827 0.6210 -0.286
C -3.7877 1.7911 -0.5172 0.003
C 0.9938 -1.2076 -2.6520 -0.087
H -5.5451 1.9399 0.6922 0.134
N 0.9556 -7.2733 2.2676 0.224
H 1.0963 5.7315 -0.7672 0.094
Ti -0.7908 -0.8064 -0.5809 1.169
C 1.7512 3.4287 1.6819 -0.218
H -0.2861 -5.8672 -0.5327 0.148
C -4.4302 -1.7431 -2.7846 -0.740
C 4.3976 0.8880 -0.9947 -0.006
H 0.0202 -1.8492 2.2512 0.122
C -2.4256 1.5040 -0.5711 -0.212
H 4.7392 5.7657 2.1766 0.126
C 0.8542 -0.4254 -1.4972 -0.197
H -2.2523 2.1266 -2.6253 0.119
H 4.2796 -0.7071 -3.1859 0.140
C -3.0770 -1.4444 -2.7053 -0.163
H 2.3565 -1.8858 -4.1630 0.132
H 1.8728 -6.9909 1.9683 0.126
H -0.7249 2.2028 -1.7516 0.091
O -1.2609 -6.7599 2.4628 0.132
C -3.8612 1.2628 1.8413 -0.023
H 4.5112 3.7594 3.5988 0.122
H 0.8507 -8.1816 2.6971 0.142
H 5.2951 0.6606 -1.5642 0.100
N -3.7361 -1.8337 -0.6989 0.038
H 0.2964 -4.0585 3.3275 0.147
C -0.0406 -2.7609 1.6713 -0.076
C 0.0128 -5.1381 1.4814 -0.070
C 0.6624 1.4620 0.7489 -0.305
C 0.8107 4.8616 -0.1809 -0.016
C 3.7759 3.9701 2.8347 -0.044
H 3.0551 6.2724 0.4547 0.129
C 3.3123 -0.6253 -2.7053 0.036

=====

Please write out number 2 again, unchanged.
23
Properties=species:S:1:pos:R:3:lowdin_charge:R:1 method="wB97M-V/def2-TZVPD" e_tot_ha=-764.74546 e_homo_ev=-9.1 max_force_ev_per_a=6.26 relative_energy_kj_mol=201.7 gap_ha=0.353 smiles=CN[C@H](C)CS.O.O
H -2.0902 -1.3643 2.1760 -0.157
O 3.2375 -1.7587 -0.5924 -0.027
H -2.4191 0.5640 0.1588 0.101
H 0.8618 2.1860 1.0438 0.038
S -1.4311 -0.2009 2.4213 0.670
H -1.1654 -2.1564 0.2402 0.043
C 0.9694 0.4349 -2.2906 -0.142
H -0.6233 -2.0499 -1.6273 0.074
C -1.1047 -1.6185 -0.7088 -0.073
H 2.3745 -1.6045 -0.0769 0.069
N -0.1791 0.7134 -1.4792 -0.143
H -0.9196 0.8215 -2.1488 0.106
H 0.8228 -0.6828 -2.6244 0.092
H 2.9622 -2.1913 -1.3131 -0.049
H -2.2165 -1.5828 -0.9354 0.089
H -1.1290 1.6031 0.6339 0.068
C -0.4363 -0.2331 -0.3177 -0.440
C -1.3827 0.4916 0.6513 -0.522
H 0.6250 -0.3632 0.2081 0.152
H 0.4326 2.4846 -0.3234 -0.040
H 1.2552 1.0935 -3.1370 0.097
O 1.1754 2.5988 0.2146 -0.048
H 1.8027 0.2933 -1.6428 0.041